Entry from the Open Molecules 2025 dataset: C51H47N3O8P2SSe2SrTe as an isolated structure at a distorted geometry (the ωB97M-V functional and the def2-TZVPD basis).

Last column: Löwdin charge in e.
Positions of all 116 atoms, in Å:
Sr  0.17794  0.05251  -0.54870  1.478
O  -0.11749  0.96745  3.68819  0.014
C  -0.63084  0.61932  2.62050  -0.651
O  -0.49972  1.19973  1.49838  -0.298
C  -1.52449  -0.64324  2.62183  -0.098
C  -2.50010  -0.72557  1.44076  -0.258
C  -3.51779  -1.85694  1.68278  -0.100
C  -2.66663  -3.11118  1.37229  -0.103
C  -1.29900  -2.47531  1.08644  -0.247
O  -1.70533  -1.28482  0.38105  -0.199
C  -0.68490  -1.95055  2.40071  -0.097
C  0.84027  -1.72588  2.32841  -0.695
O  1.51337  -2.09297  3.28576  -0.003
O  1.28916  -1.24067  1.22629  -0.289
H  -2.04483  -0.66463  3.57776  0.144
H  -2.90928  0.23395  1.13197  0.138
H  -4.36274  -1.76915  0.99907  0.104
H  -3.89842  -1.84393  2.70479  0.107
H  -3.03149  -3.62373  0.48206  0.109
H  -2.62883  -3.82359  2.19656  0.108
H  -0.61731  -3.05798  0.46958  0.145
H  -0.83822  -2.66318  3.20827  0.143
Se  -1.53025  3.29447  -6.61482  0.280
P  -3.12068  2.33960  -5.58619  0.550
C  -4.63990  3.33908  -5.76256  -0.343
C  -5.41628  3.80202  -4.71293  -0.064
C  -6.56233  4.55235  -4.95819  -0.068
C  -6.93891  4.83532  -6.25895  -0.095
C  -6.16407  4.37055  -7.31937  -0.089
C  -5.02215  3.63199  -7.07447  -0.107
C  -3.68729  0.79317  -6.36990  -0.357
C  -2.98848  0.23845  -7.42908  -0.097
C  -3.46501  -0.91315  -8.04334  -0.084
C  -4.63883  -1.50352  -7.60248  -0.099
C  -5.34138  -0.94460  -6.54117  -0.087
C  -4.86824  0.20251  -5.92783  -0.081
C  -2.72113  1.81581  -3.90830  -0.424
C  -2.47130  2.22280  -2.58371  -0.424
N  -1.93626  1.15615  -1.95190  -0.077
N  -1.80750  0.16358  -2.84116  -0.044
N  -2.26639  0.55901  -4.00351  -0.017
P  -2.97993  3.59109  -1.52411  0.548
Se  -2.41070  3.50579  0.49056  0.412
C  -2.52456  5.17902  -2.30104  -0.329
C  -2.32129  6.29321  -1.49041  -0.125
C  -1.97386  7.51190  -2.05241  -0.093
C  -1.79859  7.62610  -3.42550  -0.095
C  -1.96852  6.51331  -4.23482  -0.075
C  -2.33250  5.30059  -3.66992  -0.093
C  -4.80344  3.50131  -1.59969  -0.385
C  -5.42465  2.25884  -1.70016  -0.091
C  -6.80657  2.16329  -1.62170  -0.076
C  -7.57646  3.30291  -1.43288  -0.099
C  -6.95830  4.54116  -1.31133  -0.101
C  -5.57753  4.63952  -1.38958  -0.091
H  -5.14137  3.57949  -3.69006  0.064
H  -7.15147  4.90524  -4.12117  0.092
H  -7.83164  5.41677  -6.45455  0.094
H  -6.45021  4.59048  -8.34054  0.097
H  -4.40831  3.28792  -7.89792  0.092
H  -2.06869  0.70838  -7.75380  0.061
H  -2.90983  -1.35192  -8.86300  0.098
H  -5.00561  -2.40437  -8.07933  0.094
H  -6.25575  -1.40667  -6.18966  0.097
H  -5.41273  0.63247  -5.09410  0.109
H  -2.42585  6.18105  -0.41779  0.052
H  -1.82222  8.37155  -1.41107  0.096
H  -1.50827  8.57583  -3.85851  0.095
H  -1.79984  6.56352  -5.30321  0.096
H  -2.41341  4.45219  -4.32444  -0.004
H  -4.82445  1.36738  -1.84349  0.113
H  -7.28130  1.19352  -1.70499  0.102
H  -8.65549  3.22596  -1.37604  0.095
H  -7.55319  5.43221  -1.15029  0.099
H  -5.09835  5.60701  -1.29387  0.107
O  1.39821  2.23597  -0.59530  -0.643
S  2.05547  2.13811  0.76658  0.943
C  3.69175  2.89393  0.49890  -0.291
C  4.00478  3.76713  1.72929  -0.226
C  2.79545  3.66736  2.67848  -0.242
C  1.56355  3.53047  1.79223  -0.310
H  3.56369  3.47626  -0.41422  0.090
H  4.40934  2.10345  0.31358  0.057
H  4.13806  4.80231  1.40844  0.100
H  4.92701  3.45589  2.22328  0.098
H  2.71490  4.50142  3.37589  0.107
H  2.87473  2.75372  3.27601  0.116
H  1.40669  4.37527  1.11858  0.107
H  0.65074  3.26491  2.31948  0.076
O  2.62777  -2.68426  -3.24034  -0.101
C  1.93046  -1.69034  -3.00199  -0.597
O  0.99730  -1.54176  -2.16443  -0.281
H  2.13386  -0.78087  -3.62610  0.114
Te  2.73346  -3.60121  0.31365  1.485
C  3.90884  -5.14890  -0.59386  -0.515
C  3.94343  -5.27741  -1.98711  -0.132
C  4.67143  -6.30703  -2.57800  -0.100
C  5.36287  -7.22229  -1.79577  -0.127
C  5.33328  -7.10323  -0.41319  -0.123
C  4.61311  -6.07222  0.17976  -0.158
C  4.23359  -2.12951  0.12289  -0.480
C  4.44607  -1.28187  1.21201  -0.134
C  5.41946  -0.29645  1.13751  -0.120
C  6.18541  -0.14601  -0.01529  -0.131
C  5.95716  -0.97731  -1.10126  -0.099
C  4.97641  -1.96483  -1.04041  -0.117
H  3.40152  -4.55857  -2.59202  0.063
H  4.69277  -6.38919  -3.65970  0.094
H  5.92280  -8.02658  -2.26133  0.086
H  5.87463  -7.81009  0.20704  0.087
H  4.59428  -5.97765  1.26022  0.081
H  3.83054  -1.39111  2.09772  0.087
H  5.58150  0.35601  1.99030  0.096
H  6.94691  0.62525  -0.06861  0.089
H  6.52824  -0.85092  -2.01414  0.093
H  4.76503  -2.57534  -1.90714  0.081

Relative energy (zero: lowest compared OMol25 entry of this formula, charge and spin) in kJ/mol: 61.8
Net charge: -2
Lowest unoccupied orbital energy in eV: 3.5
Multiplicity: 1
E_HOMO in eV: -2.40
Calculated total energy in Eh: -8920.59930